Record 1
{"formula": "CH12N2O4", "method": "ωB97M-V/def2-TZVPD", "elements": ["N", "C", "N", "H", "H", "H", "H", "H", "H", "O", "H", "H", "O", "H", "H", "O", "H", "H", "O"], "xyz": [[-2.03365, -0.70570, 0.23893], [-0.62132, -1.04805, 0.04415], [-0.05528, -1.39576, 1.28800], [-2.50371, -1.52115, 0.62103], [-0.02159, -0.22969, -0.40438], [-0.55318, -1.89593, -0.64469], [-0.11174, -0.60656, 1.94165], [1.20705, 0.56142, -1.92694], [-1.97419, 0.07453, 0.91314], [2.26982, -0.78935, 0.24253], [-0.52843, 1.98588, -0.06165], [0.14038, 2.74943, -1.24029], [0.24382, 1.93501, -0.72622], [0.97344, -1.49301, 1.12312], [-1.31709, 2.48775, 1.62696], [-1.57766, 1.77182, 1.03337], [3.17294, -0.45672, 0.31186], [1.93253, -0.70971, -1.30025], [1.27709, -0.39904, -1.99229]], "forces_ev_per_a": [[1.31, -0.45, 0.28], [-1.05, -1.17, 0.60], [0.77, 1.72, -0.81], [0.03, 0.11, 0.34], [0.11, 0.33, -0.52], [0.35, 0.18, -0.21], [-0.81, -0.18, 0.16], [-0.01, 0.04, 0.36], [-1.17, 1.16, -0.21], [-0.57, -0.16, -0.11], [0.33, -0.56, -0.12], [0.19, -0.30, -0.05], [-0.37, 0.84, -0.04], [1.04, -1.04, 0.01], [-0.13, -0.13, 0.19], [0.22, -0.28, 0.22], [0.10, -0.11, 0.72], [-0.76, 0.40, -0.02], [0.39, -0.41, -0.79]], "lowdin_charge": [0.123, -0.307, 0.188, 0.087, 0.110, 0.152, 0.122, 0.015, 0.027, -0.187, -0.026, 0.049, -0.106, 0.069, -0.006, -0.242, 0.014, -0.004, -0.078], "homo_ha": -0.351, "energy_ha": -455.45394, "lumo_ev": -5.5369, "orbital_gap_ha": 0.147}

=====

Record 2
{"formula": "CH12NO3", "method": "ωB97M-V/def2-TZVPD", "elements": ["C", "N", "H", "H", "H", "H", "H", "H", "H", "H", "O", "H", "H", "O", "H", "H", "O"], "xyz": [[-1.18410, 0.54713, 0.62493], [-0.41253, 0.00561, -0.51394], [-0.67679, 0.47675, 1.55836], [-1.57109, 1.53185, 0.42978], [-2.08751, -0.04229, 0.78282], [-0.91256, -0.78129, -0.90041], [0.50671, -0.23129, -0.14746], [-0.18450, 0.75183, -1.19179], [-1.21396, -3.11214, 1.10126], [-0.31618, -3.22954, -0.17221], [-0.90940, -2.64764, 0.31042], [0.59652, 3.02895, -1.74951], [1.46019, 2.06162, -2.58470], [0.77898, 2.09560, -1.90322], [2.20299, 0.62269, 1.31576], [2.25572, -0.91195, 1.60205], [1.66751, -0.16591, 1.43787]], "forces_ev_per_a": [[-1.88, -0.28, 0.27], [0.19, 1.12, 0.26], [0.85, 0.19, 0.32], [0.37, 0.52, -0.16], [0.12, -0.25, -0.30], [0.24, -0.41, -0.23], [0.28, -0.81, 0.30], [-0.33, -0.15, -0.24], [0.15, -0.07, -0.29], [-0.09, -0.34, 0.20], [-0.04, 0.39, 0.01], [0.03, 0.02, -0.09], [-0.07, 0.05, 0.00], [0.03, 0.01, 0.07], [0.35, -0.07, 0.19], [0.13, 0.22, 0.04], [-0.33, -0.13, -0.35]], "lowdin_charge": [-0.035, 0.122, 0.076, 0.096, 0.099, 0.131, 0.101, 0.101, 0.068, 0.057, -0.039, 0.074, 0.076, -0.032, 0.068, 0.073, -0.034], "charge": 1, "homo_ha": -0.575, "energy_ha": -325.54732, "lumo_ev": -2.9824, "orbital_gap_ha": 0.465}

=====

Record 3
{"formula": "CH12NO4", "method": "ωB97M-V/def2-TZVPD", "elements": ["C", "N", "H", "H", "H", "H", "H", "H", "O", "H", "H", "O", "H", "H", "O", "H", "H", "O"], "xyz": [[-1.30745, 2.15643, 0.18270], [-0.91354, 0.93733, 0.57799], [-1.56389, 2.94677, 0.86492], [-1.30707, 2.36198, -0.88263], [-0.66041, 0.22010, -0.09621], [-0.73948, 0.64151, 1.53411], [-1.90280, -0.80500, -3.13899], [-1.63768, -1.87434, -2.12710], [-1.30828, -1.01611, -2.40524], [0.55842, -0.96453, -1.56964], [1.82394, -0.91307, -0.67905], [0.84747, -0.81848, -0.66807], [0.01277, 1.37578, 4.03492], [-1.31959, 0.70653, 3.66411], [-0.48041, 0.98936, 3.28345], [3.18323, -2.21233, -0.12484], [3.24246, -2.11222, -1.62707], [3.47230, -1.61972, -0.82335]], "forces_ev_per_a": [[-0.40, 1.22, -0.86], [0.22, -2.24, 0.38], [0.06, -0.11, 0.25], [-0.02, -0.01, 0.22], [-0.06, 0.73, 0.24], [-0.06, 0.79, -0.63], [0.27, 0.24, 0.13], [0.07, -0.15, 0.31], [-0.39, -0.13, -0.51], [-0.19, 0.07, -0.31], [-0.65, 0.31, -0.05], [0.80, -0.47, 0.13], [-0.34, -0.31, -0.67], [0.01, 0.04, 0.01], [0.32, 0.27, 1.33], [0.11, -0.14, 0.30], [0.24, 0.21, 0.14], [0.02, -0.32, -0.41]], "lowdin_charge": [-0.164, -0.042, 0.009, 0.016, 0.029, 0.029, 0.057, 0.050, -0.046, 0.003, 0.004, -0.083, 0.068, 0.054, -0.062, 0.055, 0.065, -0.043], "homo_ha": [-0.163, -0.345], "energy_ha": -400.92596, "multiplicity": 2, "lumo_ev": [0.5404, 0.5358], "orbital_gap_ha": [0.183, 0.364]}

=====

Record 4
{"formula": "CH12O4", "method": "ωB97M-V/def2-TZVPD", "elements": ["C", "H", "H", "H", "H", "O", "H", "H", "O", "H", "H", "O", "H", "H", "O", "H", "H"], "xyz": [[0.51368, 1.44660, 1.45776], [0.10464, 1.53266, 0.48294], [0.36049, 0.40886, 1.82891], [-0.07882, 2.23888, 2.10368], [1.60155, 1.63290, 1.52353], [-0.22087, 0.93761, -2.37223], [-0.15809, 0.40834, -3.17664], [0.49116, 0.54092, -1.83623], [-0.40717, -1.95696, 1.00507], [-0.92731, -1.41062, 1.61283], [-0.63451, -2.89062, 1.19745], [1.97551, -0.67533, -0.42122], [1.23531, -1.00244, 0.10464], [2.61040, -0.41536, 0.22500], [-2.55095, -0.26894, -1.11948], [-1.96906, 0.47365, -1.45989], [-1.94593, -1.00014, -1.15612]], "forces_ev_per_a": [[-0.58, 0.84, 2.46], [0.02, 0.02, -1.03], [-0.14, 0.84, -0.06], [1.34, -1.78, -1.01], [-0.66, 0.20, -0.28], [0.57, -0.50, 0.13], [-0.22, 0.19, -0.11], [-0.13, 0.31, 0.09], [-0.16, -0.56, 0.21], [0.01, -0.28, -0.24], [0.17, 0.91, -0.10], [-0.80, -0.24, -0.77], [-0.19, -0.25, 0.01], [0.81, 0.38, 0.61], [0.53, 1.71, -0.45], [-0.91, -1.12, 0.44], [0.36, -0.67, 0.10]], "lowdin_charge": [-0.051, -0.015, 0.001, 0.069, 0.024, -0.062, 0.057, 0.025, -0.062, 0.048, 0.070, -0.046, -0.008, 0.023, -0.094, 0.027, -0.006], "homo_ha": -0.397, "energy_ha": -346.24107, "lumo_ev": 0.3769, "smiles": "C.O.O.O.O", "orbital_gap_ha": 0.410}

=====

Record 5
{"formula": "CH12O4S2", "method": "ωB97M-V/def2-TZVPD", "elements": ["C", "S", "S", "H", "H", "H", "H", "O", "H", "H", "O", "H", "H", "O", "H", "H", "O", "H", "H"], "xyz": [[1.14376, 2.03243, 1.09526], [2.77368, 1.33579, 0.72482], [2.71967, 0.04061, -0.95256], [0.66575, 2.65247, 0.28297], [1.21094, 2.50185, 2.08652], [0.49058, 1.19309, 1.49499], [2.39399, 0.80677, -2.04730], [-2.11185, 0.42036, -0.21386], [-2.33568, 1.15365, 0.23878], [-1.75696, -0.23410, 0.52367], [-1.26176, -1.36690, 1.59348], [-0.39453, -1.50115, 1.75543], [-1.49353, -2.13203, 0.99939], [-0.20656, -2.49519, -0.24622], [0.55427, -3.00541, 0.05272], [-0.25665, -1.58754, -0.52894], [-0.40347, -0.08993, -2.25899], [-0.95057, 0.15107, -1.54097], [-0.78107, 0.12419, -3.05921]], "forces_ev_per_a": [[-1.51, -1.57, 0.58], [0.39, 0.26, -0.88], [-0.58, 0.47, 0.45], [0.61, -0.72, 1.10], [0.65, 0.83, -0.61], [0.23, 0.67, -1.41], [0.20, -0.01, 0.88], [1.94, -5.27, -0.65], [-1.22, 4.00, 2.26], [-0.82, 1.46, -1.39], [-5.50, 0.16, -0.51], [4.42, -0.55, 0.83], [0.47, 0.88, 0.82], [-1.25, -2.42, -0.27], [0.37, 1.35, -0.63], [1.66, 0.27, -0.41], [3.11, -1.50, 1.16], [-1.61, 0.97, 1.10], [-1.57, 0.72, -2.41]], "lowdin_charge": [-0.504, 0.346, 0.271, 0.058, 0.026, 0.026, -0.173, -0.057, -0.022, 0.050, -0.040, -0.010, 0.084, -0.059, 0.077, 0.009, -0.038, -0.046, 0.001], "homo_ha": -0.321, "energy_ha": -1142.57012, "lumo_ev": 0.4452, "smiles": "CSS.O.O.O.O", "orbital_gap_ha": 0.337}

=====

Record 6
{"formula": "CH13O8V", "method": "ωB97M-V/def2-TZVPD", "elements": ["O", "V", "O", "C", "O", "H", "H", "H", "O", "H", "H", "O", "H", "H", "O", "H", "H", "O", "H", "H", "O", "H", "H"], "xyz": [[1.06455, -1.65184, 2.94567], [0.60610, -0.15902, 3.24505], [2.00839, 0.58560, 3.33758], [0.51718, 0.67365, -0.08943], [-0.06064, 0.46972, 1.13853], [0.70812, 1.63092, -0.57448], [1.51564, 0.25378, 0.03256], [0.12073, 0.00323, -0.85197], [-2.97358, 0.35090, 1.07116], [-2.03519, 0.43797, 0.90358], [-3.02674, -0.01527, 1.95396], [1.64289, -3.24918, 0.22715], [0.92948, -3.14117, -0.40182], [1.79381, -2.36923, 0.57232], [-1.18578, 3.46797, 1.33737], [-0.86257, 2.63710, 0.98892], [-0.43628, 4.06048, 1.27902], [-2.17208, -0.57789, -2.24572], [-1.84677, 0.21102, -2.67932], [-1.87693, -0.49251, -1.33917], [2.18360, -0.89938, -3.77581], [1.95111, -1.81773, -3.63866], [1.43485, -0.40901, -3.43648]], "forces_ev_per_a": [[-1.21, 1.62, 0.87], [2.91, -0.08, -4.97], [-2.12, -0.51, 0.50], [2.46, -2.05, -0.33], [-1.33, 0.27, 3.65], [-0.71, 0.78, 0.73], [0.68, 0.16, -0.51], [-0.63, -0.01, -0.17], [-0.59, -0.03, -0.16], [0.77, 0.07, 0.13], [-0.13, -0.10, 0.12], [0.12, -0.22, -0.03], [-0.21, -0.02, -0.16], [0.05, 0.22, 0.19], [-0.21, 0.20, 0.18], [0.09, -0.47, 0.00], [0.16, 0.20, -0.02], [0.06, -0.27, -0.22], [-0.01, 0.24, -0.14], [-0.15, 0.01, 0.33], [0.20, 0.13, -0.06], [-0.02, -0.27, 0.02], [-0.20, 0.13, 0.05]], "lowdin_charge": [-0.292, 1.141, -0.293, -0.260, -0.378, 0.085, 0.076, 0.055, -0.046, -0.032, 0.022, -0.047, 0.028, 0.000, -0.050, -0.021, 0.032, -0.046, 0.032, -0.006, -0.048, 0.030, 0.015], "homo_ha": -0.380, "energy_ha": -1591.69437, "lumo_ev": -3.2253, "orbital_gap_ha": 0.262}

=====

ΔE to the lowest compared entry with this formula, charge and spin readings, ordered: 9.3087 0.5023 0.0098 0.6288 1.9252 3.7830 eV